ORCA calculation (ωB97M-V/def2-TZVPD) on a structure of composition C31H23N3ORuS5SbSe in a non-equilibrium geometry.

The LUMO energy (alpha / beta) comes out at 4.2 / 4.1 eV. The value obtained for the HOMO energy (alpha / beta) is -0.7 / -0.7 eV. The spin multiplicity is 2. The value obtained for the gap between HOMO and LUMO (alpha / beta) is 0.179 / 0.178 Eh. The charge is -2. The expectation value of S² is 0.86.

Positions of all 66 atoms, in Å:
Ru (-0.13, -0.02, 0.08)
O (1.86, -0.27, 1.17)
N (2.43, 0.81, 1.61)
C (3.76, 0.80, 1.76)
C (4.47, 1.89, 2.21)
C (3.77, 3.06, 2.50)
C (2.40, 3.07, 2.34)
C (1.70, 1.94, 1.91)
S (0.01, 1.96, 1.79)
H (4.23, -0.14, 1.49)
H (5.53, 1.82, 2.33)
H (4.29, 3.94, 2.85)
H (1.82, 3.96, 2.53)
S (-2.80, -3.52, 2.32)
C (-1.90, -2.28, 1.66)
S (-2.30, -1.57, 0.16)
S (-0.54, -1.61, 2.42)
S (2.36, 1.77, -1.32)
C (0.96, 1.01, -1.30)
C (2.94, -6.84, -2.06)
C (2.88, -6.40, -0.75)
C (2.36, -5.15, -0.47)
C (1.90, -4.33, -1.48)
C (1.97, -4.78, -2.79)
C (2.48, -6.03, -3.08)
Sb (1.06, -2.33, -1.04)
C (2.36, -1.59, -2.63)
C (3.69, -1.96, -2.58)
C (4.61, -1.43, -3.48)
C (4.19, -0.52, -4.43)
C (2.86, -0.17, -4.50)
C (1.95, -0.70, -3.61)
C (-0.66, -2.94, -2.22)
C (-1.15, -4.23, -2.04)
C (-2.27, -4.66, -2.73)
C (-2.91, -3.80, -3.61)
C (-2.45, -2.51, -3.76)
C (-1.34, -2.08, -3.06)
H (3.35, -7.82, -2.28)
H (3.24, -7.04, 0.05)
H (2.31, -4.80, 0.56)
H (1.60, -4.14, -3.58)
H (2.53, -6.37, -4.11)
H (4.02, -2.67, -1.84)
H (5.65, -1.72, -3.42)
H (4.91, -0.08, -5.12)
H (2.52, 0.55, -5.25)
H (0.91, -0.39, -3.67)
H (-0.65, -4.90, -1.35)
H (-2.65, -5.66, -2.56)
H (-3.79, -4.14, -4.15)
H (-2.96, -1.82, -4.43)
H (-1.04, -1.03, -3.13)
Se (-0.73, 1.57, -2.73)
N (-1.61, 1.03, -1.22)
C (-2.81, 1.61, -1.17)
C (-3.70, 1.53, -0.10)
C (-4.93, 2.16, -0.20)
C (-5.28, 2.87, -1.35)
C (-4.41, 3.00, -2.40)
C (-3.14, 2.39, -2.34)
N (-2.21, 2.47, -3.28)
H (-3.40, 1.00, 0.80)
H (-5.62, 2.10, 0.63)
H (-6.26, 3.33, -1.40)
H (-4.67, 3.56, -3.29)



ORCA calculation (ωB97M-V/def2-TZVPD) on a structure of composition C31H24B5F3O12S in a non-equilibrium geometry.

The LUMO energy comes out at -1.0 eV. The value obtained for the HOMO energy is -9.7 eV. The value obtained for the gap between HOMO and LUMO is 0.317 Eh. The charge is 0.

Positions of all 76 atoms, in Å:
C (3.91, -6.21, 0.03)
B (2.90, -6.05, 1.20)
O (2.04, -7.08, 1.55)
B (2.78, -4.56, 2.07)
O (1.60, -3.97, 2.47)
B (1.42, -2.67, 2.01)
C (0.01, -2.05, 1.86)
B (-0.67, -2.50, 0.51)
O (-0.88, -1.58, -0.50)
O (-1.07, -3.80, 0.31)
O (2.56, -1.91, 1.67)
B (3.73, -2.58, 1.62)
S (5.15, -2.02, 0.46)
O (6.19, -3.01, 0.49)
O (4.56, -1.64, -0.80)
C (5.93, -0.47, 1.20)
F (5.77, 0.55, 0.39)
F (7.20, -0.67, 1.42)
F (5.32, -0.21, 2.36)
O (3.92, -3.74, 2.28)
H (3.66, -5.54, -0.79)
H (4.93, -5.98, 0.34)
H (3.86, -7.23, -0.36)
H (2.44, -7.79, 2.06)
H (0.00, -0.97, 1.99)
H (-0.57, -2.50, 2.67)
H (-0.07, -1.30, -0.95)
H (-1.81, -4.10, 0.85)
C (0.24, 4.63, 1.32)
C (0.62, 5.69, 2.13)
C (0.30, 5.70, 3.47)
C (-0.41, 4.64, 4.02)
C (-0.81, 3.58, 3.21)
C (-0.48, 3.57, 1.86)
C (-1.61, 2.45, 3.76)
O (-1.95, 1.52, 3.06)
C (-1.98, 2.50, 5.21)
C (-2.77, 1.49, 5.74)
C (-3.12, 1.51, 7.08)
C (-2.67, 2.54, 7.90)
C (-1.89, 3.56, 7.37)
C (-1.55, 3.54, 6.03)
C (-0.73, 4.66, 5.48)
O (-0.34, 5.56, 6.19)
H (0.50, 4.62, 0.27)
H (1.17, 6.52, 1.70)
H (0.60, 6.52, 4.11)
H (-0.78, 2.74, 1.25)
H (-3.11, 0.69, 5.09)
H (-3.73, 0.72, 7.49)
H (-2.94, 2.55, 8.94)
H (-1.54, 4.37, 8.00)
C (-0.38, 1.46, -8.98)
C (-0.08, 2.52, -8.13)
C (-0.46, 2.46, -6.80)
C (-1.14, 1.36, -6.32)
C (-1.46, 0.31, -7.18)
C (-1.07, 0.36, -8.51)
C (-2.23, -0.88, -6.70)
O (-2.50, -1.80, -7.44)
C (-2.66, -0.89, -5.27)
C (-3.42, -1.96, -4.81)
C (-3.82, -2.00, -3.48)
C (-3.46, -0.98, -2.61)
C (-2.71, 0.09, -3.07)
C (-2.31, 0.14, -4.40)
C (-1.52, 1.31, -4.87)
O (-1.20, 2.21, -4.12)
H (-0.08, 1.50, -10.02)
H (0.45, 3.38, -8.51)
H (-0.22, 3.28, -6.12)
H (-1.31, -0.47, -9.16)
H (-3.69, -2.75, -5.49)
H (-4.41, -2.83, -3.12)
H (-3.76, -1.01, -1.58)
H (-2.42, 0.89, -2.40)



ORCA calculation (ωB97M-V/def2-TZVPD) on a structure of composition C31H24BI2N6NaO2S2Se2.

The LUMO energy comes out at 3.4 eV. The value obtained for the HOMO energy is -1.6 eV. The value obtained for the gap between HOMO and LUMO is 0.185 Eh. The charge is -2.

Positions of all 71 atoms, in Å:
Na (-0.13, -1.07, 0.45)
C (-4.00, -2.87, 4.04)
S (-3.84, -1.10, 3.76)
C (-2.52, -0.99, 2.52)
S (-2.00, -2.40, 1.64)
N (-2.17, 0.25, 2.45)
N (-1.07, 0.56, 1.62)
C (-0.86, 1.84, 1.60)
C (0.33, 2.46, 1.15)
C (0.67, 3.80, 1.46)
C (1.97, 4.12, 1.78)
C (2.84, 3.01, 2.11)
C (2.52, 1.76, 1.72)
N (1.46, 1.66, 0.74)
H (-4.94, -3.02, 4.56)
H (-3.18, -3.26, 4.64)
H (-4.01, -3.40, 3.08)
H (-1.62, 2.49, 2.02)
H (-0.11, 4.56, 1.52)
H (2.28, 5.14, 2.00)
H (3.66, 3.16, 2.80)
H (2.98, 0.85, 2.08)
Se (1.78, -4.15, 0.13)
Se (3.49, -2.95, 1.19)
C (2.48, -2.45, 2.77)
C (2.81, -3.04, 3.99)
C (2.02, -2.74, 5.09)
C (0.94, -1.89, 4.94)
C (0.71, -1.33, 3.69)
N (1.48, -1.60, 2.63)
C (1.62, -3.05, -1.45)
C (2.03, -3.58, -2.67)
C (1.92, -2.78, -3.80)
C (1.44, -1.50, -3.67)
C (1.05, -1.06, -2.42)
N (1.12, -1.82, -1.32)
H (3.65, -3.71, 4.05)
H (2.23, -3.20, 6.05)
H (0.28, -1.66, 5.77)
H (-0.10, -0.63, 3.52)
H (2.38, -4.60, -2.72)
H (2.22, -3.17, -4.77)
H (1.35, -0.84, -4.53)
H (0.62, -0.07, -2.29)
I (-2.07, -2.86, -2.89)
I (-0.68, -6.04, -4.08)
O (-2.12, 0.24, -2.41)
B (-2.84, -0.96, -2.42)
O (-4.20, -0.70, -2.19)
C (-4.31, 0.66, -2.08)
C (-5.44, 1.41, -1.90)
C (-5.28, 2.80, -1.87)
C (-4.02, 3.38, -2.03)
C (-2.88, 2.60, -2.21)
C (-3.06, 1.24, -2.22)
H (-6.41, 0.95, -1.77)
H (-6.15, 3.44, -1.73)
H (-3.93, 4.46, -2.01)
H (-1.91, 3.04, -2.35)
N (3.50, 1.80, -5.75)
C (3.15, 1.76, -4.66)
C (2.70, 1.73, -3.28)
C (1.49, 2.31, -2.90)
C (1.08, 2.30, -1.59)
C (1.87, 1.70, -0.59)
C (3.08, 1.11, -0.98)
C (3.49, 1.12, -2.29)
H (0.88, 2.79, -3.66)
H (0.15, 2.76, -1.28)
H (3.69, 0.62, -0.23)
H (4.42, 0.65, -2.58)



One value per record, in order, for total energy: -167676.35885, -79486.60938, -219235.15505 eV.